This record from the Open Molecules 2025 dataset describes a structure of composition C43H67ClIrNO2P2Si. The level of theory is ωB97M-V/def2-TZVPD.

Structure (ORCA input):
```
! wB97M-V def2-TZVPD RIJCOSX def2/J DEFGRID3
* xyz 0 5
Ir -0.054 -0.325 0.745
C -0.898 2.954 2.297
Si -1.524 1.631 1.107
C -3.129 0.970 1.880
C -4.057 1.830 2.473
C -5.266 1.365 2.964
C -5.580 0.017 2.856
C -4.670 -0.859 2.289
C -3.434 -0.398 1.827
P -2.168 -1.499 1.114
C -1.975 -3.034 2.122
C -3.204 -3.851 2.593
C -3.533 -3.575 4.059
C -2.401 -4.066 4.970
C -1.029 -3.865 4.304
C -1.063 -2.700 3.321
C -2.761 -1.969 -0.562
C -4.031 -2.810 -0.686
C -4.168 -3.323 -2.135
C -3.552 -2.358 -3.159
C -3.722 -0.922 -2.682
C -2.905 -0.685 -1.404
C -1.958 2.499 -0.514
C -3.158 3.190 -0.700
C -3.449 3.826 -1.895
C -2.530 3.785 -2.937
C -1.337 3.102 -2.782
C -1.039 2.450 -1.581
P 0.413 1.389 -1.348
C 1.167 0.997 -2.996
C 1.907 2.089 -3.805
C 1.993 1.716 -5.293
C 2.179 0.212 -5.454
C 0.917 -0.529 -4.977
C 0.165 0.257 -3.894
C 1.659 2.380 -0.428
C 1.781 3.869 -0.800
C 3.143 4.428 -0.362
C 3.599 3.771 0.939
C 3.869 2.269 0.731
C 3.023 1.688 -0.411
H -1.592 3.798 2.337
H 0.075 3.340 1.991
H -0.789 2.535 3.298
H -3.826 2.886 2.556
H -5.967 2.052 3.421
H -6.531 -0.353 3.219
H -4.934 -1.903 2.212
H -1.389 -3.657 1.432
H -2.967 -4.914 2.486
H -4.076 -3.679 1.968
H -4.474 -4.058 4.330
H -3.682 -2.503 4.199
H -2.545 -5.124 5.204
H -2.438 -3.526 5.918
H -0.738 -4.770 3.760
H -0.260 -3.697 5.059
H -0.061 -2.463 2.966
H -1.423 -1.799 3.832
H -1.924 -2.551 -0.965
H -4.895 -2.196 -0.414
H -4.017 -3.666 -0.013
H -5.227 -3.474 -2.360
H -3.687 -4.301 -2.218
H -4.015 -2.505 -4.136
H -2.485 -2.567 -3.280
H -4.783 -0.733 -2.488
H -3.413 -0.210 -3.449
H -3.383 0.100 -0.813
H -1.906 -0.325 -1.658
H -3.887 3.218 0.102
H -4.386 4.355 -2.020
H -2.745 4.284 -3.874
H -0.640 3.075 -3.607
H 1.910 0.249 -2.688
H 2.917 2.204 -3.406
H 1.427 3.062 -3.710
H 2.805 2.273 -5.764
H 1.072 2.013 -5.806
H 3.045 -0.103 -4.863
H 2.402 -0.044 -6.491
H 1.188 -1.509 -4.577
H 0.248 -0.705 -5.824
H -0.441 -0.430 -3.304
H -0.516 0.980 -4.348
H 1.289 2.323 0.601
H 0.974 4.418 -0.308
H 1.649 4.027 -1.870
H 3.083 5.512 -0.250
H 3.889 4.236 -1.140
H 2.817 3.906 1.693
H 4.490 4.267 1.329
H 3.636 1.721 1.648
H 4.927 2.100 0.516
H 2.921 0.611 -0.265
H 3.528 1.838 -1.370
Cl 1.199 0.059 2.718
C 1.701 -2.760 0.130
C 0.721 -1.796 -0.521
O 0.328 -1.979 -1.651
H 1.535 -3.765 -0.262
H 1.628 -2.742 1.217
H 2.709 -2.424 -0.120
C 6.934 -0.138 0.154
N 6.449 -0.483 1.476
C 7.350 -0.249 2.588
C 5.151 -0.864 1.642
C 4.700 -1.122 3.060
O 4.388 -0.992 0.696
H 7.234 0.912 0.116
H 6.138 -0.307 -0.565
H 7.795 -0.756 -0.110
H 8.367 -0.206 2.201
H 7.305 -1.055 3.318
H 7.142 0.696 3.099
H 4.936 -0.279 3.711
H 5.196 -2.008 3.462
H 3.626 -1.275 3.054
*
```

## Properties
lowest unoccupied orbital energy (spin up / spin down) = 0.66 / -1.12 eV

These are the Löwdin partial charges, in e, on atoms 1 to 99: Ir 0.6917; C -0.2122; Si 0.4851; C -0.2839; C -0.0984; C -0.0740; C -0.0735; C -0.0887; C -0.3404; P 0.9658; C -0.4018; C -0.1966; C -0.2049; C -0.1923; C -0.1901; C -0.2490; C -0.4228; C -0.1865; C -0.1823; C -0.1984; C -0.1798; C -0.2085; C -0.2982; C -0.0899; C -0.0831; C -0.0813; C -0.0850; C -0.3580; P 1.0211; C -0.4103; C -0.1930; C -0.1979; C -0.1993; C -0.1814; C -0.2210; C -0.4567; C -0.1816; C -0.1921; C -0.1896; C -0.1825; C -0.2147; H 0.0276; H 0.0060; H 0.0225; H 0.0980; H 0.1042; H 0.1049; H 0.0880; H 0.1145; H 0.1208; H 0.0683; H 0.1125; H 0.0988; H 0.1056; H 0.1074; H 0.1131; H 0.1098; H 0.0439; H 0.1139; H 0.0968; H 0.1156; H 0.0892; H 0.1076; H 0.1082; H 0.1077; H 0.1110; H 0.1152; H 0.1087; H 0.0952; H 0.0603; H 0.0918; H 0.1003; H 0.1021; H 0.0854; H 0.1099; H 0.1022; H 0.0816; H 0.1083; H 0.1118; H 0.1118; H 0.1046; H 0.1074; H 0.1085; H 0.0737; H 0.1017; H 0.0440; H 0.1125; H 0.0874; H 0.1075; H 0.1114; H 0.1090; H 0.1050; H 0.0885; H 0.0981; H 0.0754; H 0.1032; Cl -0.0328; C -0.0769; C -0.5679